The following is a DFT calculation (ωB97M-V with the def2-TZVPD basis set) of the molecule C5H9NO.

```
16
Properties=species:S:1:pos:R:3:forces:R:3
O -2.3238 -1.5805 0.7086 -0.065 -0.115 0.278
C -1.3915 -0.8160 0.0053 0.253 -0.087 -0.209
C -0.5279 1.6391 -0.0103 0.170 -0.059 -0.112
C 0.5021 0.5654 -0.0404 -0.296 -0.100 0.001
C 1.5880 0.4653 -1.0469 0.073 -0.089 -0.346
N 1.7794 1.2312 0.1822 0.242 0.141 0.184
C -0.0213 -0.6594 0.6688 -0.022 0.017 0.057
H -2.3757 -1.2067 1.5966 -0.126 -0.128 -0.032
H -1.2922 -1.2474 -0.9947 -0.028 -0.017 0.116
H -1.7830 0.2221 -0.1272 -0.108 0.002 -0.036
H -0.6078 2.0732 -1.0291 0.178 0.133 0.138
H 1.5582 1.0620 -1.9554 -0.001 -0.059 0.120
H 2.1047 -0.4894 -1.1333 -0.084 0.113 0.016
H 2.3360 0.7376 0.8735 -0.056 0.047 -0.037
H 0.6108 -1.5487 0.5648 -0.111 0.158 -0.021
H -0.1560 -0.4476 1.7374 -0.018 0.045 -0.118
```
Positions in Å, forces in eV/Å.

Output
- Electronic energy: -325.70767 a.u.
- Spin multiplicity: 1
- HOMO-LUMO gap: 8.45 eV
- Energy above the lowest of the compared OMol25 structures with the same formula, charge and spin: 144.3 kcal/mol
- Molecular weight: 99.13 u
- E_HOMO: -8.68 eV

natural (NBO) population analysis, charges in e, atoms 1 to 4: number 1, O, carries -0.694; number 2, C, carries -0.024; number 3, C, carries -0.032; number 4, C, carries -0.111